No. 1
Density functional theory data (wB97M-V/def2-TZVPD) for a structure of composition C19H43N2OP3SSn in a non-equilibrium geometry.

Last column: natural (NBO) charge in e.
Element x y z (Å)
Sn (-0.1659, 0.2378, 0.4360)  0.85
P (-0.8117, 2.2683, 2.2645)  0.98
P (-2.6651, -0.4860, 0.1367)  1.09
P (2.4165, 1.3537, 0.6375)  1.02
H (-0.1337, -2.0507, -7.4537)  0.23
C (0.9111, -2.2293, -7.1398)  -0.12
C (1.2543, -3.4261, -6.6382)  -0.07
H (0.4810, -4.2007, -6.5181)  0.23
C (-1.3156, 3.8807, 1.5661)  -0.93
C (-2.2285, 1.9700, 3.3770)  -0.94
C (0.3889, 2.8292, 3.5220)  -0.93
C (-2.7213, -1.9678, -0.8994)  -0.96
C (-3.6216, -0.8268, 1.6335)  -0.97
C (-3.5765, 0.8054, -0.7736)  -0.95
C (3.6105, 0.5650, -0.4747)  -0.96
C (3.3094, 1.3370, 2.2129)  -0.96
C (2.4652, 3.0998, 0.1400)  -0.96
H (1.6249, -1.4568, -7.4378)  0.26
H (2.2802, -3.7373, -6.4596)  0.25
H (-1.5536, 4.5370, 2.4122)  0.28
H (-2.2039, 3.7630, 0.9337)  0.26
H (-0.5019, 4.3190, 0.9763)  0.26
H (-2.2669, 2.8419, 4.0435)  0.28
H (-2.0748, 1.0643, 3.9786)  0.26
H (-3.1745, 1.8979, 2.8246)  0.25
H (-0.1687, 3.5085, 4.1788)  0.28
H (1.2350, 3.3725, 3.0839)  0.25
H (0.7511, 1.9788, 4.1134)  0.26
H (-3.7534, -2.3413, -0.9517)  0.30
H (-2.0756, -2.7512, -0.4746)  0.27
H (-2.3605, -1.7525, -1.9158)  0.25
H (-4.5981, -0.3209, 1.5873)  0.29
H (-3.0890, -0.4824, 2.5333)  0.27
H (-3.7948, -1.9093, 1.7300)  0.29
H (-4.4727, 0.3743, -1.2362)  0.30
H (-2.9432, 1.2438, -1.5554)  0.27
H (-3.8847, 1.6088, -0.0915)  0.27
H (4.5328, 1.1547, -0.4576)  0.29
H (3.2371, 0.5180, -1.5030)  0.24
H (3.8379, -0.4604, -0.1574)  0.26
H (4.2123, 1.9448, 2.0800)  0.28
H (3.5984, 0.3107, 2.4790)  0.27
H (2.7094, 1.7574, 3.0275)  0.26
H (3.4989, 3.3419, -0.1356)  0.29
H (2.1495, 3.7630, 0.9543)  0.27
H (1.8090, 3.2760, -0.7223)  0.26
C (0.8107, -1.2696, -2.6070)  -0.25
C (0.8331, 0.0284, -3.1313)  -0.06
C (0.2600, 0.2706, -4.3691)  -0.22
C (-0.1546, -0.7954, -5.1664)  -0.09
C (-0.1903, -2.0890, -4.6302)  -0.20
C (0.3489, -2.3539, -3.3873)  -0.17
S (1.2363, -1.5790, -0.9727)  0.25
H (-0.1411, 1.1954, -1.1393)  -0.22
H (1.2569, 0.8406, -2.5297)  0.23
H (0.1505, 1.2925, -4.7292)  0.27
H (-0.3929, -0.5945, -6.2119)  0.26
H (-0.5241, -2.9381, -5.2228)  0.25
H (0.4141, -3.3738, -3.0049)  0.27
C (-0.6916, -2.1863, 5.0772)  -0.42
N (0.5596, -2.3103, 4.3691)  -0.55
C (0.8223, -1.7728, 3.1620)  0.81
N (2.0811, -1.9947, 2.6735)  -0.81
O (-0.0418, -1.0955, 2.5155)  -0.76
H (-1.3582, -1.4821, 4.5811)  0.21
H (-0.4966, -1.8355, 6.0914)  0.24
H (-1.1847, -3.1591, 5.1353)  0.24
H (1.3211, -2.8324, 4.8029)  0.43
H (2.2862, -1.7715, 1.7048)  0.39
H (2.6378, -2.7176, 3.1221)  0.43

* charge: +4
* gap between HOMO and LUMO (alpha / beta): 4.97 / 4.59 eV
* highest occupied orbital energy (alpha / beta): -19.64 / -19.65 eV



No. 2
Density functional theory data (wB97M-V/def2-TZVPD) for a cluster of 2 separate species, C7H14N in total in a non-equilibrium geometry.

Last column: natural (NBO) charge in e.
Element x y z (Å)
C (0.2524, 1.3028, 0.8797)  -0.53
C (1.1941, 1.7567, 0.0332)  0.09
C (-2.4352, -3.2991, -0.0107)  -0.21
C (-1.3780, -2.8109, -0.9746)  -0.22
C (2.6735, 1.5426, 0.1984)  -0.67
C (0.8105, 2.3720, -1.3076)  -0.64
C (-1.1606, -1.4264, 1.2418)  0.12
N (-1.5273, -2.2905, 0.3987)  -0.24
H (-0.7495, 1.5725, 0.4804)  0.21
H (-3.4522, -2.9247, -0.0115)  0.26
H (-2.1646, -4.2218, 0.4617)  0.25
H (-0.6545, -3.6186, -1.0493)  0.26
H (-1.4367, -1.9884, -1.6904)  0.27
H (3.3187, 2.3689, 0.1056)  0.24
H (2.9572, 1.1706, 1.2103)  0.22
H (3.0961, 0.7008, -0.4080)  0.23
H (1.2822, 3.3198, -1.3574)  0.23
H (-0.3317, 2.6551, -1.2689)  0.20
H (0.8574, 1.7917, -2.1495)  0.22
H (-0.2616, -0.7849, 1.1233)  0.27
H (-1.7145, -1.4392, 2.1843)  0.22
H (0.5159, 0.8454, 1.8468)  0.21

* charge: +1
* gap between HOMO and LUMO: 7.96 eV
* highest occupied orbital energy: -12.64 eV



No. 3
Density functional theory data (wB97M-V/def2-TZVPD) for a structure of composition C9H7F6N3O7PtS2 in a non-equilibrium geometry.

Last column: Mulliken spin population.
Element x y z (Å)
Pt (-0.9129, -0.6025, 0.6109)  1.60
F (-3.6057, -3.8132, -0.9453)  0.00
C (-2.7854, -3.0251, -0.1872)  0.01
F (-3.3575, -2.8969, 1.0165)  0.00
F (-1.6094, -3.6421, -0.0927)  0.00
S (-3.0806, -1.3614, -1.2540)  -0.03
O (-2.2114, -1.6078, -2.4165)  0.06
O (-4.4686, -1.0868, -1.5355)  0.07
N (-2.4777, 0.0241, -0.3280)  0.68
S (-2.8653, 1.6760, -0.6525)  -0.03
O (-2.1017, 2.1800, -1.7632)  0.06
O (-4.3129, 1.6698, -0.5946)  0.05
C (-2.1751, 2.5288, 0.7916)  0.00
F (-2.5501, 3.8485, 0.6838)  0.00
F (-2.5109, 2.0200, 1.9719)  0.00
F (-0.7728, 2.5384, 0.7376)  0.00
O (0.7888, -0.7464, 1.7089)  0.23
C (0.5992, -1.6444, 2.6629)  0.00
O (1.4205, -2.2659, 3.3142)  0.08
H (-0.5291, -1.7521, 2.7263)  -0.01
N (3.8898, 1.1706, 1.8279)  0.67
C (4.0219, 1.3323, 0.4600)  -0.08
O (4.9793, 1.9533, -0.0057)  0.53
C (2.9292, 0.7210, -0.3449)  -0.01
C (3.2227, 0.2057, -1.6077)  -0.01
C (2.1409, -0.3256, -2.2962)  0.01
C (0.7978, -0.2801, -1.8794)  -0.01
N (0.5425, 0.3224, -0.6616)  0.20
C (1.5908, 0.7025, 0.1168)  -0.01
H (4.5749, 1.6999, 2.4124)  -0.03
H (3.0945, 0.6706, 2.1762)  -0.02
H (4.2202, 0.1178, -2.0182)  0.00
H (2.2244, -0.7206, -3.2673)  0.00
H (0.0049, -0.7621, -2.4071)  0.01
H (1.2846, 1.1514, 1.0398)  -0.02

* charge: +2
* gap between HOMO and LUMO (alpha / beta): 8.60 / 4.63 eV
* multiplicity: 5
* highest occupied orbital energy (alpha / beta): -16.88 / -17.30 eV



These records have DFT total energy values of -2569.49871 -329.48325 -2551.97528 Eh, in the order they appear.